Density functional theory data (ωB97M-V/def2-TZVPD) for a molecular structure, C27H25AuF5N5S.

```
64
Properties=species:S:1:pos:R:3:forces:R:3:lowdin_spin:R:1
Au 0.09083 0.65316 -0.16225 -0.3 0.3 0.1 0.4799
S -0.37918 3.09743 0.24100 -0.3 -0.2 0.0 0.2005
F 0.67586 5.06200 4.82526 0.0 0.0 0.0 -0.0022
F 2.61484 2.77399 0.31085 0.1 0.0 -0.1 0.0047
F 4.29223 3.49007 2.27019 0.0 0.0 0.0 -0.0023
F 3.34169 4.63698 4.54048 0.0 0.0 0.1 0.0055
F -1.02173 4.35455 2.88023 -0.1 0.0 0.0 0.0044
N -2.74413 0.28938 -2.35212 0.0 0.1 0.0 0.0010
N 1.72488 -0.51814 -1.39426 0.1 -0.1 0.0 0.0631
N -1.27076 -1.34734 -2.69773 0.0 0.0 -0.1 0.0034
N 3.31324 -0.36929 -2.92301 0.1 0.1 0.0 0.0009
N 0.26068 1.58174 -2.41848 0.0 -0.1 -0.1 0.0204
C 2.98047 3.70015 2.41280 0.1 0.0 0.0 -0.0026
C -1.52142 -0.08098 -2.84948 0.0 0.0 0.1 0.0051
C -0.33974 -0.50600 1.44147 0.1 0.1 0.1 0.8367
C 0.72812 3.54553 1.51094 0.1 0.0 0.1 0.0148
C 2.48502 -1.67548 -1.34356 0.1 0.0 -0.1 0.0027
C -0.56370 0.90129 -3.44251 0.0 0.1 0.0 0.0034
C -3.83207 -3.39340 -0.95431 0.0 0.0 0.0 0.0002
C 1.69730 1.57666 -2.67664 0.0 0.0 0.0 0.0012
C -1.84560 -1.67010 3.01956 0.0 0.0 0.0 0.0234
C 1.14348 4.50336 3.70701 0.0 0.0 0.1 -0.0027
C 0.27946 4.13551 2.69315 0.0 -0.1 -0.1 0.0172
C 4.42330 -2.61818 -2.49185 0.0 0.0 0.0 0.0002
C -4.51807 -1.06947 -1.14693 -0.1 0.0 0.0 0.0001
C 2.50153 4.28539 3.56919 0.0 0.0 0.0 0.0179
C -0.77061 0.50209 3.65433 0.0 0.0 -0.1 0.0498
C -2.63985 -3.15866 -1.61024 0.0 0.0 0.0 0.0011
C 4.28532 -3.73152 -1.68496 0.0 0.0 0.0 0.0002
C 2.24614 0.22622 -2.32627 -0.1 -0.1 0.0 0.0043
C -1.39058 -0.29979 2.49436 0.0 0.0 0.0 0.1111
C -3.31493 -0.84091 -1.80563 0.1 -0.1 0.0 0.0019
C 3.26355 -3.82566 -0.72781 0.0 0.0 0.0 -0.0003
C 2.10179 3.34182 1.41056 -0.1 0.0 0.1 0.0150
C -2.37973 -1.85955 -2.04204 -0.1 0.1 0.1 0.0043
C -2.61584 0.45040 1.96213 0.0 0.0 0.0 0.0184
C 3.50215 -1.59540 -2.30260 -0.1 0.0 0.1 0.0015
C 2.35043 -2.80620 -0.54434 0.0 0.0 0.0 0.0004
C -4.75770 -2.36304 -0.72533 0.0 0.0 0.0 0.0000
H -5.67908 -2.58727 -0.20327 0.0 0.0 0.0 0.0000
H -1.50188 0.65089 4.45546 0.0 0.0 0.0 0.0083
H -4.05926 -4.39099 -0.60027 0.0 0.0 0.0 0.0000
H -2.27418 -2.26112 2.20697 0.0 0.0 0.0 0.0029
H 3.88930 0.02987 -3.64263 0.0 0.0 0.0 0.0004
H -1.10934 1.65029 -4.02112 0.0 0.0 -0.1 0.0004
H -1.91871 -3.94750 -1.78342 0.0 0.0 0.0 0.0000
H 0.09615 -0.02129 4.06502 0.0 0.0 0.0 0.0028
H -0.05277 2.53350 -2.27513 0.1 0.0 0.1 -0.0002
H 5.21094 -2.55213 -3.23213 0.0 0.0 0.0 0.0001
H -3.07683 -0.11148 1.14431 0.0 0.0 0.0 0.0026
H 2.14752 2.32231 -2.01658 0.0 0.0 0.0 -0.0001
H 3.19180 -4.72143 -0.12444 0.0 0.0 0.0 0.0000
H -1.00404 -2.22438 3.44316 0.0 0.0 0.0 0.0004
H 4.98120 -4.55317 -1.79544 0.0 0.0 0.0 0.0000
H 1.55089 -2.86794 0.18263 0.0 0.0 0.0 0.0000
H -5.23340 -0.27731 -0.96423 0.0 0.0 0.0 0.0000
H 0.27417 -1.40199 1.54931 0.0 0.1 -0.1 0.0707
H 1.94938 1.83540 -3.71151 0.0 0.0 0.0 0.0001
H -2.60302 -1.54710 3.79864 0.0 0.0 0.0 0.0037
H -2.34128 1.43845 1.59191 0.0 0.0 0.0 -0.0009
H 0.07659 0.34836 -4.12886 0.0 0.0 0.0 0.0002
H -3.11331 1.22273 -2.31422 0.0 0.0 0.0 0.0001
H -0.43976 1.47849 3.29734 0.0 0.0 0.0 0.0020
H -3.35772 0.57621 2.75732 0.0 0.0 0.0 0.0016
```
Forces are in eV/Å.

As for the spin multiplicity: 3. As for the gap between HOMO and LUMO (alpha / beta): 6.86 / 7.27 eV. For the HOMO energy (alpha / beta), the calculation gives -6.67 / -8.10 eV. As for the expectation value of S²: 2.012.